{
  "formula": "C35H37ClP2Pd",
  "method": "ωB97M-V/def2-TZVPD",
  "elements": ["Pd", "C", "C", "C", "C", "C", "C", "C", "C", "C", "H", "H", "H", "H", "H", "H", "H", "H", "H", "H", "H", "H", "H", "H", "H", "P", "P", "C", "C", "C", "C", "C", "C", "C", "C", "C", "C", "C", "C", "C", "C", "C", "C", "C", "C", "C", "C", "C", "C", "C", "C", "C", "C", "H", "H", "H", "H", "H", "H", "H", "H", "H", "H", "H", "H", "H", "H", "H", "H", "H", "H", "H", "H", "H", "H", "Cl"],
  "coordinates": [[1.2303, -2.2224, 0.4146], [2.8479, -1.7936, -0.5914], [2.5375, -0.4275, -1.1510], [1.8494, -0.4780, -2.5219], [0.8546, -1.6428, -2.7175], [0.3463, -2.2827, -1.4402], [0.7368, -3.5744, -0.9764], [2.1038, -4.1576, -1.1968], [3.1191, -3.0202, -1.4731], [-2.4501, 1.3217, 1.7183], [3.6173, -1.7050, 0.1901], [3.4968, 0.1076, -1.2421], [2.6366, -0.6123, -3.2871], [1.3434, 0.4660, -2.7677], [-0.0360, -1.2591, -3.2640], [1.2731, -2.4140, -3.3814], [-0.6674, -1.9307, -1.2000], [-0.1030, -4.2151, -0.6917], [2.1150, -4.9753, -1.9333], [2.3710, -4.6296, -0.2397], [4.1209, -3.3599, -1.1937], [3.1996, -2.7589, -2.5292], [-1.6318, 0.8136, 2.2375], [-3.3269, 1.4150, 2.3705], [-2.0821, 2.3155, 1.4446], [1.7016, 0.9825, 0.1407], [-2.7838, 0.3635, 0.2586], [-0.0088, 1.0970, -0.5977], [-1.2874, 0.5963, -0.7633], [1.9039, 2.8063, 0.1615], [2.2402, 3.6029, -0.9426], [2.3685, 4.9898, -0.7745], [2.1304, 5.5862, 0.4678], [1.7144, 4.7969, 1.5471], [1.5830, 3.4213, 1.3949], [3.0998, 0.7255, 1.4130], [3.1446, -0.3203, 2.3318], [4.3036, -0.6611, 3.0219], [5.4437, 0.1349, 2.9172], [5.3883, 1.2655, 2.0943], [4.2486, 1.5461, 1.3456], [-4.3878, 0.9045, -0.4207], [-4.5184, 2.2897, -0.6586], [-5.7648, 2.8609, -0.9147], [-6.9075, 2.0523, -1.0046], [-6.7744, 0.6659, -0.8770], [-5.5332, 0.0917, -0.5688], [-2.8862, -1.4446, 0.4825], [-2.5325, -2.0979, 1.6729], [-2.6463, -3.4795, 1.8122], [-3.0585, -4.2686, 0.7390], [-3.2819, -3.6468, -0.4988], [-3.2202, -2.2523, -0.6266], [0.1186, 1.9175, -1.3447], [-1.6549, 0.6718, -1.8110], [2.3920, 3.1394, -1.9170], [2.6529, 5.6044, -1.6304], [2.2377, 6.6640, 0.5886], [1.4927, 5.2629, 2.5102], [1.2330, 2.8055, 2.2274], [2.2084, -0.8627, 2.5286], [4.3006, -1.5358, 3.6590], [6.3539, -0.1074, 3.4687], [6.2358, 1.9407, 2.0364], [4.2325, 2.4591, 0.7413], [-3.6222, 2.9080, -0.6136], [-5.8372, 3.9409, -1.0540], [-7.8823, 2.5152, -1.1776], [-7.6550, 0.0345, -1.0247], [-5.4732, -0.9917, -0.4436], [-2.0759, -1.5580, 2.5056], [-2.4165, -3.9195, 2.7831], [-3.1776, -5.3516, 0.8546], [-3.5434, -4.2407, -1.3732], [-3.4253, -1.7867, -1.5999], [0.1244, -1.0985, 2.3555]],
  "homo_ev": [-12.105, -14.287],
  "s2": 6.01,
  "e_lumo_ev": [-6.222, -8.822],
  "total_charge": 2,
  "orbital_gap_ev": [5.88, 5.46],
  "energy_ha": -2625.797537,
  "multiplicity": 5
}

{
  "formula": "C35H37ClP2Zr",
  "method": "ωB97M-V/def2-TZVPD",
  "elements": ["Zr", "C", "C", "C", "C", "C", "C", "C", "C", "C", "H", "H", "H", "H", "H", "H", "H", "H", "H", "H", "H", "H", "H", "H", "H", "P", "P", "C", "C", "C", "C", "C", "C", "C", "C", "C", "C", "C", "C", "C", "C", "C", "C", "C", "C", "C", "C", "C", "C", "C", "C", "C", "C", "H", "H", "H", "H", "H", "H", "H", "H", "H", "H", "H", "H", "H", "H", "H", "H", "H", "H", "H", "H", "H", "H", "Cl"],
  "coordinates": [[-0.2874, -4.4448, 1.7792], [0.8663, -4.7186, 3.8287], [1.1292, -3.4168, 3.3893], [2.4283, -3.0313, 2.6940], [2.5277, -3.2650, 1.1399], [1.6922, -4.3934, 0.5586], [1.7353, -5.6740, 1.1116], [2.5585, -6.0336, 2.3287], [1.8973, -5.8253, 3.7351], [-2.0465, -3.1457, 1.5280], [0.0898, -4.8612, 4.6000], [0.5701, -2.6024, 3.8650], [3.3085, -3.5072, 3.1766], [2.5819, -1.9507, 2.8547], [2.2923, -2.3261, 0.6170], [3.5961, -3.4410, 0.9061], [1.2996, -4.2503, -0.4613], [1.3638, -6.5251, 0.5271], [3.5285, -5.5153, 2.3082], [2.8077, -7.1090, 2.2578], [1.4386, -6.7766, 4.0463], [2.7106, -5.6502, 4.4590], [-2.8518, -3.6036, 2.1422], [-2.3456, -3.1976, 0.4630], [-1.8779, -2.0977, 1.8272], [-0.9359, 2.7787, 0.3877], [-1.0519, 1.6076, -2.5228], [0.5318, 2.8668, -0.6740], [0.4799, 2.3643, -1.9415], [-1.0580, 4.4922, 1.0439], [0.0069, 5.4013, 1.0382], [-0.1950, 6.7306, 1.4365], [-1.4598, 7.1617, 1.8516], [-2.5179, 6.2409, 1.9013], [-2.3207, 4.9194, 1.5051], [-0.2992, 1.8534, 1.8257], [-0.1668, 0.4800, 1.5466], [0.2579, -0.3737, 2.5446], [0.5751, 0.1066, 3.8167], [0.4593, 1.4743, 4.0872], [0.0045, 2.3533, 3.1004], [-1.3061, 2.6201, -4.0834], [-1.6351, 3.9827, -3.9246], [-1.9431, 4.7822, -5.0281], [-1.9136, 4.2410, -6.3195], [-1.5433, 2.9047, -6.4958], [-1.2371, 2.1015, -5.3862], [-0.5249, 0.0004, -3.1884], [-1.5477, -0.9456, -3.4168], [-1.2135, -2.2278, -3.8441], [0.1330, -2.5686, -4.0385], [1.1424, -1.6292, -3.8096], [0.8185, -0.3423, -3.3756], [1.4477, 3.2747, -0.2320], [1.3144, 2.4444, -2.6472], [0.9931, 5.0759, 0.7133], [0.6422, 7.4314, 1.4094], [-1.6289, 8.2064, 2.1305], [-3.5074, 6.5569, 2.2390], [-3.1467, 4.2060, 1.5397], [-0.3861, 0.0842, 0.5515], [0.3293, -1.4340, 2.2942], [0.9071, -0.5886, 4.5888], [0.7271, 1.8504, 5.0750], [-0.0939, 3.4188, 3.3191], [-1.6513, 4.4217, -2.9252], [-2.2069, 5.8333, -4.8847], [-2.1694, 4.8649, -7.1822], [-1.4901, 2.4799, -7.5015], [-0.9422, 1.0653, -5.5505], [-2.5903, -0.6614, -3.2606], [-2.0051, -2.9544, -4.0308], [0.3897, -3.5720, -4.3752], [2.1901, -1.8883, -3.9741], [1.6019, 0.3912, -3.1876], [-1.2767, -6.5210, 2.1722]],
  "homo_ev": [-11.421, -11.409],
  "e_lumo_ev": [-9.570, -9.581],
  "de_lowest_kj_mol": 0.0,
  "total_charge": 2,
  "orbital_gap_ev": [1.85, 1.83],
  "energy_ha": -2545.122394
}

{
  "formula": "C35H37HgIP2",
  "method": "ωB97M-V/def2-TZVPD",
  "elements": ["Hg", "C", "C", "C", "C", "C", "C", "C", "C", "C", "H", "H", "H", "H", "H", "H", "H", "H", "H", "H", "H", "H", "H", "H", "H", "P", "P", "C", "C", "C", "C", "C", "C", "C", "C", "C", "C", "C", "C", "C", "C", "C", "C", "C", "C", "C", "C", "C", "C", "C", "C", "C", "C", "H", "H", "H", "H", "H", "H", "H", "H", "H", "H", "H", "H", "H", "H", "H", "H", "H", "H", "H", "H", "H", "H", "I"],
  "coordinates": [[0.3931, 2.7959, -1.9862], [-1.3635, 1.5598, -1.8248], [-1.0972, 0.1899, -1.3860], [0.2275, -0.4020, -1.7306], [0.6930, -0.0421, -3.1682], [1.1470, 1.3980, -3.3592], [0.3424, 2.3853, -4.0450], [-1.1082, 2.1504, -4.3978], [-1.9652, 1.5736, -3.2358], [0.3178, 3.1652, 0.1329], [-1.9701, 2.1364, -1.1255], [-1.9082, -0.4895, -1.7441], [0.1858, -1.5013, -1.6696], [0.9647, -0.0440, -0.9984], [1.5465, -0.7023, -3.4030], [-0.0783, -0.3047, -3.9116], [2.2213, 1.5088, -3.4558], [0.8528, 3.1391, -4.6183], [-1.1893, 1.4725, -5.2670], [-1.5171, 3.1270, -4.7006], [-2.8973, 2.1495, -3.2079], [-2.2387, 0.5583, -3.5435], [-0.6243, 3.6243, 0.4304], [1.1383, 3.8223, 0.4214], [0.4243, 2.1986, 0.6290], [-1.8363, -0.8827, 0.5019], [2.1291, -0.2416, 2.4930], [-0.5036, -0.3961, 1.5997], [0.7888, -0.8253, 1.4282], [-2.3560, -2.5945, 0.7260], [-2.4803, -3.4827, -0.3585], [-3.0034, -4.7563, -0.1460], [-3.3790, -5.1545, 1.1443], [-3.2067, -4.2919, 2.2302], [-2.6785, -3.0217, 2.0298], [-3.2441, 0.2037, 0.8668], [-3.0407, 1.4895, 1.4013], [-4.1270, 2.3495, 1.5778], [-5.4171, 1.9311, 1.2612], [-5.6277, 0.6492, 0.7382], [-4.5459, -0.2127, 0.5389], [3.3868, -1.5683, 2.2711], [2.9831, -2.9106, 2.3933], [3.9278, -3.9363, 2.3330], [5.2857, -3.6368, 2.1593], [5.6935, -2.3024, 2.0437], [4.7550, -1.2725, 2.1136], [2.8955, 1.0816, 1.4757], [3.2479, 2.2800, 2.1203], [3.8807, 3.3010, 1.4093], [4.1322, 3.1447, 0.0395], [3.7678, 1.9644, -0.6045], [3.1749, 0.9150, 0.1086], [-0.7780, 0.2063, 2.4805], [1.0433, -1.6549, 0.7488], [-2.1560, -3.1569, -1.3501], [-3.1111, -5.4321, -0.9927], [-3.8029, -6.1412, 1.2920], [-3.4843, -4.6131, 3.2364], [-2.5061, -2.3543, 2.8757], [-2.0359, 1.8113, 1.6695], [-3.9470, 3.3532, 1.9720], [-6.2651, 2.6027, 1.4226], [-6.6340, 0.3199, 0.4926], [-4.7107, -1.2093, 0.1288], [1.9256, -3.1482, 2.5272], [3.6074, -4.9747, 2.4275], [6.0249, -4.4371, 2.1223], [6.7483, -2.0595, 1.9030], [5.0808, -0.2341, 2.0260], [3.0299, 2.4001, 3.1847], [4.1765, 4.2143, 1.9218], [4.6141, 3.9531, -0.5192], [3.9537, 1.8439, -1.6752], [2.9547, -0.0293, -0.3894], [-0.8277, 5.4481, -2.2349]],
  "homo_ev": [-5.827, -5.826],
  "e_lumo_ev": [-0.341, -0.341],
  "de_lowest_kj_mol": 91.3,
  "orbital_gap_ev": [5.49, 5.48],
  "energy_ha": -2489.464421
}